# C41H35AsN2O4P2RhS5

C41H35AsN2O4P2RhS5 as an isolated structure in a non-equilibrium geometry (wB97M-V/def2-TZVPD, the OMol25 dataset).

**Charge**: -1
**Max |F|**: 0.0288 hartree/bohr
**ΔE to the lowest compared entry with this formula, charge and spin**: 11.67 kcal/mol
**Energy**: -7014.0273 Eh
**Multiplicity**: 5
**<S²>**: 6.022

Positions of all 91 atoms, in Å:
1 Rh 2.224 1.968 -0.707
2 O -0.018 1.020 -0.629
3 P -1.380 1.255 -0.105
4 C -1.442 1.706 1.687
5 P -0.095 0.885 2.636
6 O 1.267 1.315 2.277
7 C -0.320 -0.904 2.503
8 C -1.470 -1.560 2.936
9 C -1.539 -2.940 2.867
10 C -0.458 -3.669 2.383
11 C 0.689 -3.018 1.953
12 C 0.758 -1.634 2.013
13 C -0.482 1.223 4.381
14 C 0.435 0.716 5.301
15 C 0.250 0.917 6.658
16 C -0.856 1.628 7.107
17 C -1.767 2.140 6.196
18 C -1.582 1.939 4.835
19 C -2.235 2.616 -0.926
20 C -3.473 3.095 -0.504
21 C -4.077 4.140 -1.183
22 C -3.442 4.715 -2.277
23 C -2.199 4.254 -2.684
24 C -1.590 3.205 -2.011
25 C -2.368 -0.257 -0.282
26 C -3.739 -0.335 -0.045
27 C -4.411 -1.528 -0.255
28 C -3.719 -2.651 -0.687
29 C -2.355 -2.575 -0.931
30 C -1.684 -1.379 -0.741
31 H -2.423 1.457 2.094
32 H -1.252 2.780 1.757
33 H -2.306 -0.991 3.329
34 H -2.434 -3.454 3.196
35 H -0.515 -4.750 2.342
36 H 1.531 -3.582 1.570
37 H 1.633 -1.096 1.669
38 H 1.297 0.171 4.933
39 H 0.966 0.523 7.368
40 H -1.004 1.788 8.167
41 H -2.624 2.702 6.545
42 H -2.295 2.353 4.132
43 H -3.959 2.669 0.367
44 H -5.037 4.516 -0.852
45 H -3.914 5.538 -2.799
46 H -1.693 4.719 -3.519
47 H -0.601 2.867 -2.305
48 H -4.284 0.535 0.299
49 H -5.480 -1.580 -0.084
50 H -4.247 -3.585 -0.836
51 H -1.810 -3.450 -1.265
52 H -0.626 -1.295 -0.951
53 S 2.606 6.167 -2.668
54 As 2.892 4.869 -1.022
55 S 1.040 3.998 -0.235
56 S 4.162 3.125 -1.446
57 S 3.825 6.116 0.433
58 C -2.505 -3.486 -4.755
59 C -1.388 -2.529 -4.435
60 C -0.064 -2.835 -4.737
61 C 0.956 -1.941 -4.444
62 C 0.662 -0.739 -3.821
63 C -0.653 -0.411 -3.538
64 C -1.668 -1.300 -3.847
65 S 1.986 0.400 -3.424
66 O 3.003 0.161 -4.418
67 O 1.382 1.711 -3.374
68 N 2.455 0.080 -1.922
69 C 3.358 -0.855 -1.532
70 C 3.794 -1.952 -2.269
71 C 4.674 -2.890 -1.716
72 C 5.163 -2.761 -0.441
73 C 4.814 -1.629 0.324
74 C 5.338 -1.363 1.608
75 C 5.000 -0.206 2.254
76 C 4.115 0.691 1.636
77 N 3.582 0.455 0.462
78 C 3.913 -0.674 -0.214
79 H -2.121 -4.422 -5.161
80 H -3.184 -3.046 -5.488
81 H -3.087 -3.710 -3.858
82 H 0.168 -3.780 -5.217
83 H 1.979 -2.154 -4.722
84 H -0.870 0.542 -3.082
85 H -2.696 -1.037 -3.620
86 H 3.465 -2.052 -3.292
87 H 4.977 -3.738 -2.319
88 H 5.841 -3.499 -0.028
89 H 6.024 -2.074 2.054
90 H 5.398 0.029 3.232
91 H 3.818 1.613 2.119

Atom charges from the Mulliken analysis, given in e for atoms 1 to 5: number 1, Rh, carries -0.62; number 2, O, carries 2.18; number 3, P, carries -1.33; number 4, C, carries -0.89; number 5, P, carries 0.59



# C41H35N3O2STeTi

C41H35N3O2STeTi as an isolated structure in a non-equilibrium geometry (wB97M-V/def2-TZVPD, the OMol25 dataset).

**Charge**: +1
**Max |F|**: 0.0306 hartree/bohr
**ΔE to the lowest compared entry with this formula, charge and spin**: 34.67 kcal/mol
**Energy**: -3413.6020 Eh
**Multiplicity**: 2
**<S²>**: 0.766

Positions of all 84 atoms, in Å:
1 Ti -0.091 1.065 1.312
2 C 2.628 -4.157 -1.870
3 C 1.728 -3.218 -1.116
4 C 0.552 -3.658 -0.514
5 C -0.304 -2.808 0.186
6 C -1.497 -3.349 0.923
7 O -1.766 -2.927 2.029
8 C -2.315 -4.428 0.288
9 C -2.441 -4.533 -1.093
10 C -3.248 -5.516 -1.646
11 C -3.913 -6.408 -0.816
12 C -3.789 -6.307 0.564
13 C -2.999 -5.313 1.116
14 C 0.033 -1.474 0.262
15 O -0.778 -0.540 0.870
16 C 1.226 -1.010 -0.288
17 C 2.056 -1.868 -0.989
18 C 1.510 0.443 -0.040
19 N 1.878 0.895 1.173
20 C 2.510 -0.021 2.135
21 C 3.923 -0.390 1.729
22 Te 5.116 1.180 0.912
23 C 5.125 0.297 -0.991
24 C 5.781 -0.918 -1.190
25 C 5.762 -1.526 -2.438
26 C 5.099 -0.922 -3.498
27 C 4.466 0.298 -3.311
28 C 4.479 0.910 -2.061
29 C 1.221 1.446 -1.070
30 C 0.567 1.074 -2.256
31 C 0.274 2.027 -3.210
32 C 0.631 3.357 -2.995
33 C 1.290 3.734 -1.832
34 C 1.588 2.786 -0.871
35 H 2.262 -5.181 -1.820
36 H 3.641 -4.140 -1.466
37 H 2.694 -3.874 -2.922
38 H 0.295 -4.710 -0.572
39 H -1.932 -3.830 -1.741
40 H -3.356 -5.588 -2.719
41 H -4.532 -7.184 -1.246
42 H -4.312 -7.001 1.207
43 H -2.900 -5.211 2.189
44 H 2.969 -1.481 -1.431
45 H 1.930 -0.944 2.254
46 H 2.515 0.495 3.095
47 H 3.915 -1.139 0.937
48 H 4.451 -0.813 2.581
49 H 6.321 -1.384 -0.375
50 H 6.280 -2.465 -2.584
51 H 5.090 -1.394 -4.472
52 H 3.958 0.779 -4.137
53 H 3.975 1.859 -1.924
54 H 0.297 0.039 -2.419
55 H -0.230 1.741 -4.122
56 H 0.404 4.101 -3.748
57 H 1.578 4.765 -1.679
58 H 2.129 3.059 0.026
59 C -2.116 -1.177 4.581
60 N -2.623 0.159 4.244
61 C -3.954 0.528 4.220
62 C -4.007 1.807 3.782
63 N -2.706 2.191 3.564
64 C -1.868 1.189 3.848
65 S -0.134 1.213 3.748
66 H -2.951 -1.747 4.977
67 H -1.340 -1.087 5.336
68 H -1.723 -1.658 3.684
69 H -4.735 -0.156 4.496
70 H -4.841 2.458 3.599
71 H -2.378 3.048 3.133
72 C -1.221 2.692 0.817
73 C -1.808 3.682 0.416
74 C -2.474 4.861 -0.066
75 C -3.050 5.766 0.826
76 C -3.681 6.906 0.356
77 C -3.742 7.152 -1.009
78 C -3.173 6.255 -1.903
79 C -2.541 5.115 -1.437
80 H -2.995 5.582 1.892
81 H -4.121 7.605 1.054
82 H -4.234 8.042 -1.376
83 H -3.223 6.446 -2.966
84 H -2.098 4.407 -2.126

Atom charges from the Mulliken analysis, given in e for atoms 1 to 5: number 1, Ti, carries -0.37; number 2, C, carries -1.49; number 3, C, carries -0.33; number 4, C, carries -0.36; number 5, C, carries 0.88



Q: Number 2 is which compound?
A: C41H35N3O2STeTi



Q: What is the formula in the second record?
A: C41H35N3O2STeTi